Entry 1:
{"formula": "C2H4N3P", "method": "ωB97M-V/def2-TZVPD", "elements": ["H", "N", "H", "H", "N", "C", "N", "H", "C", "P"], "positions_angstrom": [[-1.4109, 0.2292, -2.6925], [1.0527, -0.1939, -0.3946], [-0.8887, 0.7355, 1.9278], [-2.0157, -1.4460, -1.7691], [-0.1346, 0.4559, 1.3219], [1.8076, -0.0144, 0.7119], [1.1333, 0.3771, 1.7698], [2.8655, -0.1770, 0.7257], [-0.1407, 0.1107, 0.0326], [-2.2686, -0.0770, -1.6336]], "lowdin_charge": [-0.21, 0.03, 0.14, -0.21, -0.03, -0.26, 0.03, 0.09, -0.31, 0.72], "total_charge": 0, "de_lowest_ev": 2.644, "spin_multiplicity": 1, "homo_lumo_gap_ev": [8.55, 8.55], "homo_energy_ev": [-9.79, -9.79]}

***

Entry 2:
{"formula": "C15H24N6O6Tl", "method": "ωB97M-V/def2-TZVPD", "elements": ["C", "N", "C", "H", "H", "C", "C", "O", "H", "C", "C", "O", "H", "C", "H", "C", "H", "H", "N", "H", "H", "H", "H", "N", "N", "H", "O", "H", "C", "C", "O", "C", "H", "C", "H", "H", "H", "Tl", "C", "H", "O", "H", "C", "O", "H", "N", "H", "H", "C", "N", "H", "H"], "positions_angstrom": [[1.5920, 0.6019, 3.9599], [-0.7067, -1.6532, -0.6583], [1.7267, -4.1026, -2.1377], [-2.1925, -0.3895, -3.7313], [-1.0647, -1.3958, 4.7578], [1.5796, 0.3390, 2.5894], [0.0531, 3.4165, 0.4704], [0.7992, 1.1225, -2.5182], [-0.6386, 5.4044, 0.7205], [1.0344, -2.9000, -1.6321], [-1.7455, -0.7660, -4.6437], [2.7634, -1.5519, -2.2760], [1.4401, 1.8691, -2.3211], [-1.0737, -4.0875, -0.7758], [-2.1761, -1.7081, -4.9435], [-1.0219, 2.6577, 1.0286], [-1.0245, -1.6372, 2.2776], [0.1536, -1.5890, -4.9891], [1.6368, -1.6651, -1.7298], [1.5982, -4.1953, -3.2268], [-2.4396, 4.0974, 1.6769], [1.3328, -5.0103, -1.6714], [2.8021, -4.0449, -1.9356], [0.6385, -0.4310, 2.0442], [0.8212, 2.7368, -0.4076], [0.1918, -0.4071, -3.8456], [1.6061, 3.3494, -1.2060], [-1.9908, -0.2539, 0.6301], [2.5667, 1.5318, 4.4678], [-0.3064, -0.8625, 4.1909], [-2.0613, 0.6467, 1.1418], [0.6400, -0.0275, 4.7742], [-1.9096, -0.0366, -5.4328], [0.2930, 4.8288, 0.8157], [-0.6049, -4.9923, -1.1741], [0.6559, 0.1502, 5.8485], [-1.3845, 3.5062, 2.9578], [0.8426, 0.2080, -0.4559], [-1.9326, 3.2045, 2.0574], [-1.2137, -4.2162, 0.3091], [-0.3760, -0.9564, -4.4600], [1.0608, 5.2607, 0.1645], [-0.2482, -2.8881, -1.0428], [-1.8588, -1.6378, -0.0647], [2.3399, 0.7570, 1.9167], [-1.1140, 1.4144, 0.5251], [0.6217, 4.9039, 1.8631], [-2.0673, -3.9707, -1.2310], [-0.2920, -1.0140, 2.7974], [3.3667, 2.3056, 4.8349], [-0.0359, 1.6204, -2.6420], [-2.6771, 2.4578, 2.3322]], "lowdin_charge": [-0.19, -0.17, -0.02, 0.12, 0.12, -0.10, -0.28, -0.16, 0.09, -0.28, 0.02, -0.08, 0.06, -0.02, 0.12, -0.26, 0.12, 0.22, -0.21, 0.10, 0.10, 0.08, 0.10, -0.01, -0.18, 0.17, -0.14, 0.03, -0.16, -0.01, -0.10, 0.01, 0.12, -0.01, 0.07, 0.13, 0.10, 1.16, 0.00, 0.10, 0.13, 0.09, -0.30, -0.18, 0.11, -0.07, 0.10, 0.09, -0.10, 0.18, 0.09, 0.08], "total_charge": 1, "spin_multiplicity": 1, "homo_lumo_gap_ev": [5.52, 5.49], "homo_energy_ev": [-10.21, -10.18]}

***

Entry 3:
{"formula": "C12H6Cl8GeIN3OPtS", "method": "ωB97M-V/def2-TZVPD", "elements": ["Cl", "H", "H", "Ge", "C", "Cl", "C", "C", "C", "H", "I", "C", "H", "Cl", "C", "S", "O", "Cl", "H", "C", "N", "C", "Cl", "Cl", "Cl", "Pt", "H", "C", "N", "C", "N", "C", "C", "Cl"], "positions_angstrom": [[-2.1681, -1.0063, -1.3290], [5.5795, -0.8795, -0.1558], [2.1070, 0.6880, 1.8590], [-2.6698, -0.6220, 0.7397], [-1.2604, 2.5484, -0.4339], [0.2008, 1.6943, -0.8445], [0.1325, -3.7782, -1.6370], [4.2061, 0.1413, 1.2867], [-2.5934, 4.5396, -0.6679], [0.0959, -5.9386, -1.9837], [5.4024, 0.9516, 2.7481], [0.3701, -5.0867, -1.3848], [1.6446, -3.0887, 1.1516], [-4.6952, 5.0851, 0.9279], [4.6021, -0.5850, 0.1865], [1.2159, -5.2568, 0.0895], [-1.8422, 0.8866, 1.1805], [-2.9130, 6.0291, -1.4444], [-0.3855, -3.3777, -2.4937], [-3.3997, 4.1114, 0.3871], [2.3847, -0.4312, 0.1149], [1.2066, -3.5765, 0.2941], [-1.8804, -2.0774, 2.0282], [-4.7680, -0.5911, 0.7758], [-4.0556, 2.4027, 2.3789], [0.3934, -0.7959, -0.6665], [3.3974, -1.4157, -1.3527], [2.8090, 0.2093, 1.1962], [0.6117, -2.9221, -0.6724], [-2.0988, 2.0787, 0.5714], [3.4843, -0.9127, -0.4853], [-3.1433, 2.8920, 1.0112], [-1.5050, 3.7656, -1.0655], [-0.4657, 4.3182, -2.3104]], "lowdin_charge": [0.28, 0.13, 0.12, -0.24, -0.54, 0.73, -0.24, -0.77, -0.70, 0.08, 0.93, -0.36, 0.08, 0.74, -0.12, 1.09, -0.31, 0.73, 0.11, -0.69, -0.16, -0.49, 0.30, 0.29, 0.75, 0.49, 0.16, -0.19, -0.22, -0.41, 0.00, -0.61, -0.69, 0.73], "total_charge": 1, "de_lowest_ev": 0.417, "spin_multiplicity": 2, "homo_lumo_gap_ev": [7.63, 8.64], "homo_energy_ev": [-10.70, -11.69], "s_squared": 0.75}

***

Entry 4:
{"formula": "C4H13NO", "method": "ωB97M-V/def2-TZVPD", "elements": ["H", "H", "H", "H", "H", "H", "H", "C", "H", "C", "H", "O", "C", "H", "H", "C", "H", "N", "H"], "positions_angstrom": [[1.5347, 0.9974, -2.1735], [-0.1887, 0.8941, 1.7975], [3.3433, 0.5317, 0.9075], [-1.0618, -1.3269, -0.8506], [-2.4136, -1.0535, 0.9735], [3.3724, -0.8672, 0.2780], [-0.2080, 1.2183, -2.5605], [-1.1611, -0.2612, -0.6168], [-2.4162, 0.7194, 0.8421], [0.5366, 0.5714, -2.1007], [-0.1650, -0.9239, 2.0604], [2.9125, -0.3278, 0.9330], [-0.7573, -0.0193, 1.9247], [0.5186, -0.3487, -2.7040], [-1.2907, 0.1214, 2.8765], [-1.7852, -0.1751, 0.7928], [0.8467, -0.3100, -0.3133], [0.1843, 0.3472, -0.7091], [-1.8016, 0.2128, -1.3574]], "lowdin_charge": [0.07, 0.06, 0.04, 0.11, 0.10, 0.04, 0.07, -0.25, 0.10, -0.16, 0.07, -0.05, -0.13, 0.07, 0.07, -0.24, 0.07, -0.14, 0.10], "total_charge": 0, "de_lowest_ev": 0.727, "smiles": "CCCNC.O", "spin_multiplicity": 1, "homo_lumo_gap_ev": 9.24, "homo_energy_ev": -8.52}

***

Entry 5:
{"formula": "C5H10N4", "method": "ωB97M-V/def2-TZVPD", "elements": ["H", "H", "H", "C", "N", "H", "N", "H", "H", "H", "C", "C", "H", "N", "N", "H", "H", "C", "C"], "positions_angstrom": [[2.8862, -3.8580, -2.6700], [3.1535, -3.0443, -1.1986], [1.5344, -3.9952, -1.4229], [0.4066, 0.0845, 0.4870], [-1.8708, 2.3938, 2.1164], [1.9939, -1.3829, -3.1288], [-0.9518, 1.5973, 1.7232], [-1.5183, 1.1063, -0.0803], [1.1158, -0.2045, 1.3133], [-2.9058, 2.3816, 0.3433], [1.4833, -1.9680, -2.1790], [2.1753, -3.2741, -1.8740], [-0.0942, 1.6919, 2.3961], [1.4717, -1.3173, -0.9209], [0.5275, -0.5482, -0.8494], [0.4482, -2.2041, -2.5164], [-3.7524, 3.0651, 1.8826], [-2.8624, 2.8333, 1.3289], [-0.7191, 0.9183, 0.6700]], "lowdin_charge": [0.10, 0.10, 0.04, -0.08, -0.05, 0.16, -0.13, 0.12, 0.11, 0.04, -0.34, -0.17, 0.20, -0.07, -0.02, 0.10, 0.05, -0.01, -0.14], "total_charge": 0, "de_lowest_ev": 6.056, "smiles": "C=NN/C=C/N=N/CC", "spin_multiplicity": 1, "homo_lumo_gap_ev": 7.88, "homo_energy_ev": -7.96}

***

Strongest force on any atom in eV Å⁻¹, matching the order above: 3.8, 3.6, 0.2, 1.1, 7.9